C48H44N7O3TeV | ωB97M-V/def2-TZVPD

Output
**E_HOMO (spin up / spin down)**: -10.55 / -10.58 eV
**Relative energy (zero: lowest compared OMol25 entry of this formula, charge and spin)**: 0.0 kcal/mol
**Net charge**: +1
**Multiplicity**: 2
**Orbital gap (spin up / spin down)**: 5.942 / 6.434 eV

Last column: Löwdin charge in e.
Element x y z (Å)
V (13.062, -16.516, 0.974)  1.0401
C (11.833, -17.216, -2.312)  -0.0221
C (13.044, -16.392, -2.702)  -0.2053
C (13.690, -16.582, -3.902)  -0.0289
C (14.681, -15.689, -4.277)  -0.0896
C (14.956, -14.575, -3.585)  -0.0455
C (14.344, -14.381, -2.357)  -0.1911
C (14.741, -13.239, -1.429)  -0.0145
C (13.435, -15.331, -1.919)  -0.2039
N (12.768, -15.328, -0.619)  -0.0213
C (11.685, -14.459, -0.554)  -0.4345
O (11.037, -13.926, -1.441)  0.1079
C (11.223, -14.176, 0.861)  -0.1345
C (10.203, -13.382, 1.376)  0.0182
C (10.071, -13.264, 2.753)  -0.0046
C (10.792, -14.126, 3.589)  0.0401
C (11.696, -15.015, 3.035)  -0.2078
N (11.894, -14.967, 1.728)  0.0436
C (12.691, -15.824, 3.756)  -0.4564
O (12.612, -15.984, 4.946)  0.1328
N (13.607, -16.386, 2.843)  0.0031
C (14.902, -16.906, 3.357)  -0.1877
C (15.079, -18.247, 3.614)  -0.2008
C (13.954, -19.252, 3.403)  -0.0072
C (16.336, -18.672, 4.027)  -0.0357
C (17.327, -17.720, 4.190)  -0.0793
C (17.148, -16.402, 3.962)  -0.0340
C (15.893, -15.941, 3.518)  -0.2003
C (15.640, -14.457, 3.228)  -0.0080
H (11.264, -16.889, -1.485)  0.0234
H (12.032, -18.311, -2.271)  0.0896
H (11.053, -16.912, -3.063)  0.1103
H (13.615, -17.456, -4.595)  0.1342
H (15.029, -15.718, -5.284)  0.1047
H (15.720, -13.819, -3.816)  0.1298
H (14.655, -13.538, -0.405)  0.0486
H (14.107, -12.390, -1.669)  0.0880
H (15.765, -12.922, -1.600)  0.0812
H (9.751, -12.567, 0.740)  0.1555
H (9.374, -12.561, 3.216)  0.1291
H (10.734, -14.029, 4.657)  0.1293
H (13.332, -19.291, 4.304)  0.0872
H (14.432, -20.145, 3.073)  0.0770
H (13.344, -18.929, 2.592)  0.0161
H (16.529, -19.686, 4.381)  0.1263
H (18.247, -18.084, 4.598)  0.1077
H (17.882, -15.690, 4.223)  0.1030
H (16.541, -13.902, 3.490)  0.0819
H (14.841, -14.252, 4.007)  0.0996
H (15.267, -14.355, 2.205)  0.0587
N (16.495, -19.992, 0.998)  0.1491
C (16.722, -18.955, 0.560)  -0.3649
N (16.982, -17.704, 0.227)  0.1325
C (15.957, -16.987, 0.299)  -0.2407
N (14.920, -16.401, 0.359)  0.0853
C (7.540, -22.262, 5.253)  -0.0187
C (7.780, -21.029, 4.446)  -0.2684
C (7.047, -20.643, 3.393)  -0.0189
C (7.352, -19.580, 2.580)  -0.2698
C (6.323, -19.162, 1.558)  -0.0297
C (8.592, -18.997, 2.929)  -0.2861
Te (9.331, -17.434, 1.599)  1.9040
N (11.367, -17.751, 1.259)  -0.2451
C (11.953, -18.833, 0.676)  -0.5349
O (13.110, -18.506, 0.331)  -0.0327
C (11.497, -20.216, 0.645)  -0.1639
C (10.968, -20.882, 1.747)  -0.0405
C (10.453, -22.133, 1.568)  -0.0190
C (10.393, -22.745, 0.239)  -0.0351
C (11.035, -22.102, -0.749)  -0.0992
C (11.717, -20.895, -0.550)  0.0239
C (8.693, -18.227, -0.210)  -0.4304
C (8.692, -19.600, -0.354)  -0.1559
C (8.568, -20.162, -1.599)  -0.0584
C (8.341, -19.310, -2.663)  -0.0370
C (8.157, -17.926, -2.477)  -0.0046
C (8.266, -17.359, -1.194)  -0.2989
C (7.864, -15.911, -0.899)  -0.0447
C (9.394, -19.325, 4.033)  -0.3197
C (10.628, -18.562, 4.440)  -0.0520
C (8.893, -20.320, 4.818)  -0.0089
H (8.412, -22.911, 5.314)  0.0942
H (6.666, -22.789, 4.847)  0.0902
H (7.251, -21.876, 6.214)  0.0896
H (6.107, -21.182, 3.122)  0.1513
H (6.302, -18.105, 1.308)  0.0754
H (5.334, -19.455, 1.790)  0.0781
H (6.503, -19.659, 0.588)  0.0910
H (10.962, -20.432, 2.743)  0.1049
H (10.143, -22.659, 2.445)  0.1024
H (9.736, -23.556, -0.015)  0.1118
H (11.029, -22.545, -1.760)  0.1306
H (12.223, -20.436, -1.347)  0.1070
H (8.818, -20.208, 0.511)  0.0820
H (8.719, -21.256, -1.889)  0.1398
H (8.298, -19.781, -3.618)  0.1075
H (7.797, -17.439, -3.348)  0.1113
H (7.653, -15.411, -1.845)  0.0924
H (8.710, -15.433, -0.426)  0.0251
H (6.931, -15.820, -0.285)  0.1019
H (11.351, -18.479, 3.604)  0.0368
H (10.988, -19.055, 5.347)  0.1050
H (10.513, -17.501, 4.626)  0.0749
H (9.509, -20.638, 5.617)  0.1263